Entry 1:
74
Properties=species:S:1:pos:R:3:mulliken_charge:R:1 method="wB97M-V/def2-TZVPD" fmax_ha_per_bohr=0.021 spin_multiplicity=1 e_lumo_ev=-1.842 charge=+1
Tl 1.098 0.517 -0.100 0.999
I 6.622 0.391 -4.899 0.139
S -2.016 -1.713 0.254 -0.282
N -1.314 1.894 -0.279 -0.228
N 0.171 1.369 -2.751 0.962
N 3.185 -0.763 4.157 -0.067
N -2.871 -2.531 2.564 -0.039
N -4.359 -2.804 0.802 -0.078
N 2.900 -0.396 2.004 -0.041
N 1.332 1.521 4.731 -0.085
N 0.871 1.646 2.576 0.136
N 0.745 -1.559 -2.063 -0.293
N 3.950 -1.049 -1.960 0.078
N 3.846 0.244 -1.679 -0.188
N 2.264 2.790 -1.112 -0.186
C -1.001 2.244 -2.682 -1.088
C -3.167 -2.377 1.255 0.042
C -3.671 -3.174 3.585 -0.737
C 2.535 -0.023 3.212 0.045
C 0.830 -0.996 -3.405 -0.622
C -4.846 -2.521 -0.530 -0.640
C -1.198 2.907 -1.318 -0.688
C 4.808 -1.288 -2.971 -0.273
C 1.337 2.063 -3.292 -0.676
C 3.795 -1.394 2.166 -0.347
C 0.143 2.573 3.241 -0.562
C 0.412 2.519 4.580 -0.704
C -0.127 0.186 -3.566 -1.079
C -5.552 -1.169 -0.596 -0.912
C 5.285 -0.054 -3.360 -0.708
C 4.655 0.867 -2.514 -0.234
C 3.986 -1.645 3.495 -0.766
C -4.679 -2.229 4.241 -0.915
C 1.589 1.021 3.487 0.119
C 1.874 3.223 -2.449 -1.243
H 2.446 3.588 -0.514 0.194
H -1.115 -0.173 -3.273 0.529
H 4.589 -2.365 4.003 0.430
H 2.719 3.660 -3.005 0.487
H 3.384 -1.704 -1.442 0.143
H -2.090 3.548 -1.407 0.429
H -0.229 -1.721 -1.823 0.008
H 3.113 2.238 -1.163 0.087
H 4.245 -1.872 1.322 0.451
H 1.861 -0.684 -3.582 0.271
H 1.752 1.241 5.602 0.192
H 1.127 4.010 -2.361 0.350
H -6.398 -1.145 0.088 0.335
H -5.068 -3.024 1.482 0.225
H -1.900 1.646 -2.862 0.569
H -0.164 0.450 -4.638 0.272
H 1.112 2.460 -4.298 0.323
H -5.295 -2.775 4.950 0.334
H 0.569 -1.731 -4.182 0.430
H -5.329 -1.777 3.497 0.282
H -2.986 -3.559 4.345 0.370
H -5.918 -0.995 -1.603 0.374
H -0.966 3.014 -3.469 0.263
H -1.995 -2.119 2.844 0.167
H -4.190 -4.033 3.148 0.348
H -3.992 -2.536 -1.211 0.346
H -4.861 -0.372 -0.329 0.154
H 5.033 -2.270 -3.337 0.497
H -2.040 1.220 -0.495 -0.022
H 4.792 1.929 -2.511 0.524
H -1.516 2.314 0.619 0.170
H -0.347 3.529 -1.052 0.390
H 1.206 -2.462 -2.025 0.225
H -0.529 3.229 2.726 0.469
H -4.166 -1.431 4.770 0.303
H 3.079 -0.719 5.157 0.188
H 0.031 3.082 5.407 0.425
H -5.537 -3.319 -0.813 0.351
H 2.139 1.332 -3.385 0.274

=====

Entry 2:
73
Properties=species:S:1:pos:R:3:lowdin_spin:R:1 method="wB97M-V/def2-TZVPD" fmax_ha_per_bohr=0.052 spin_multiplicity=3 e_lumo_ev="-4.509 / -4.526" charge=+1 s2=2.01
Se -2.679 -3.869 -1.335 0.001
Ni -1.633 -0.053 -1.095 1.536
S -1.443 -0.606 1.128 0.196
P -1.158 2.107 -1.134 0.039
Si 0.700 -0.500 0.787 0.018
O -2.065 3.094 -2.066 0.020
O 0.553 -0.466 -0.853 0.047
O 1.572 -1.803 1.088 0.003
O -1.214 2.991 0.191 0.004
O 0.960 0.895 1.518 0.004
O 0.335 2.392 -1.639 0.012
N -4.395 -3.734 -1.117 0.008
N -2.462 -2.131 -1.492 0.016
N -3.762 -0.213 -1.353 0.040
C 3.466 -2.208 2.478 0.000
C -6.029 -1.884 -0.989 0.001
C 2.022 -2.607 2.180 0.000
C 1.377 3.173 2.082 0.000
C 1.135 -2.410 3.404 0.003
C -4.964 0.284 -1.173 0.005
C -6.113 -0.515 -1.007 0.001
C -3.657 -1.556 -1.352 0.010
C -4.752 -2.456 -1.152 0.001
C 0.442 -0.672 -3.194 0.010
C 2.192 1.336 3.534 0.000
C -2.254 2.845 1.148 0.001
C 1.039 -2.659 -1.770 0.000
C 1.953 -4.057 1.694 0.000
C -2.299 2.762 -3.424 0.003
C 1.955 1.756 2.085 0.000
C 1.195 -1.149 -1.944 0.003
C 3.229 1.661 1.250 0.000
C 0.855 3.712 -1.811 0.003
C 2.666 -0.748 -1.994 0.002
H 4.050 -2.212 1.563 0.000
H 2.154 3.888 2.336 0.000
H -2.987 1.920 -3.502 0.001
H 0.099 4.467 -1.606 0.000
H -1.369 2.501 -3.933 0.001
H 0.588 3.250 2.825 0.000
H -3.141 3.393 0.828 0.000
H 3.507 -1.212 2.906 0.000
H 3.175 -1.273 -2.798 0.001
H 2.882 2.028 4.008 0.000
H 3.911 -2.905 3.181 0.000
H 1.693 3.846 -1.130 0.000
H 1.204 3.811 -2.839 0.000
H 1.556 -2.951 4.247 0.000
H 2.645 -4.212 0.871 0.000
H -5.041 1.361 -1.154 0.000
H 3.977 2.364 1.606 0.000
H 0.672 0.377 -3.379 0.000
H 2.605 0.335 3.589 0.000
H 1.064 -1.356 3.656 0.001
H 0.959 3.416 1.113 0.000
H -2.503 1.789 1.292 0.000
H -0.645 -0.785 -3.016 0.006
H 3.638 0.655 1.302 0.000
H 2.208 -4.745 2.494 0.000
H -6.893 -2.512 -0.833 0.000
H -1.883 3.269 2.077 0.000
H 1.735 -3.024 -1.023 0.000
H 1.217 -3.176 -2.707 0.000
H 0.946 -4.278 1.350 0.000
H 0.128 -2.772 3.212 0.002
H -2.735 3.643 -3.895 0.000
H 1.249 1.341 4.078 0.000
H 3.145 -1.002 -1.052 0.000
H -7.069 -0.030 -0.895 0.000
H 3.000 1.887 0.211 0.000
H 0.025 -2.872 -1.435 0.000
H 0.705 -1.258 -4.072 0.000
H 2.754 0.323 -2.153 0.000

=====

Entry 3:
90
Properties=species:S:1:pos:R:3:lowdin_spin:R:1 method="wB97M-V/def2-TZVPD" e_above_lowest_kj_mol=350.4 fmax_ha_per_bohr=0.121 spin_multiplicity=4 e_lumo_ev="0.278 / 0.128" charge=0 s2=3.75
As -4.922 2.318 19.189 0.002
As -8.240 -3.710 19.240 0.003
Co -5.784 -1.176 20.357 2.846
F -6.586 2.135 18.494 0.001
F -3.246 2.484 19.831 0.002
F -6.793 -3.926 18.335 0.001
F -7.247 -2.470 20.089 0.025
F -5.696 2.683 20.757 0.001
F -4.875 0.508 19.639 0.018
F -4.181 1.841 17.593 0.002
F -9.663 -3.520 20.263 0.002
F -9.184 -4.991 18.378 0.000
F -8.850 -2.470 18.015 0.001
F -7.646 -5.022 20.292 0.001
F -4.905 4.074 18.851 0.000
O -4.729 -3.154 20.418 0.015
O -9.526 1.390 19.869 0.001
O -5.195 -1.576 18.301 0.019
O -4.313 -4.712 21.911 0.000
O -4.973 -1.122 16.092 0.002
O -3.771 -0.873 21.551 0.012
O -8.303 -1.973 23.622 0.001
O -8.114 1.774 21.530 0.000
O -3.905 -5.165 19.669 0.000
O -3.250 -0.996 17.422 0.000
O -1.491 -0.952 21.267 0.000
O -2.258 -0.973 23.342 0.000
O -7.964 0.239 23.724 0.000
O -6.651 -1.105 22.318 0.016
O -7.714 0.129 19.996 0.018
C -4.469 -1.275 17.354 0.003
C -9.030 -4.391 23.690 0.000
C -11.384 1.074 18.234 0.000
C -7.149 -0.258 16.352 0.000
C -3.232 -0.736 24.380 0.000
C -6.317 -1.520 15.810 0.000
C -3.861 -5.945 22.314 0.000
C -1.392 -0.832 19.818 0.000
C -3.832 -4.787 18.370 0.000
C -2.435 -0.428 16.304 0.000
C -8.382 1.043 20.402 0.002
C -9.920 0.847 18.591 0.000
C -4.017 -6.042 23.831 0.000
C -2.585 -0.951 22.011 0.002
C -4.364 -4.286 20.613 0.002
C -8.964 2.829 22.094 0.000
C -7.949 -3.335 23.373 0.000
C -7.538 -0.978 23.168 0.004
C -9.006 0.346 24.556 0.000
C 0.109 -0.917 19.482 0.000
H -2.160 0.612 16.480 0.000
H -8.871 3.619 21.348 0.000
H -9.809 -0.236 18.549 0.000
H -7.067 -3.500 23.992 0.000
H -6.776 -2.492 15.989 0.000
H -8.216 -0.415 16.193 0.000
H -9.145 -4.233 24.762 0.000
H -9.950 2.455 22.367 0.000
H -8.548 -5.336 23.435 0.000
H -6.744 0.637 15.879 0.000
H -2.790 -4.486 18.269 0.000
H -3.312 -5.333 24.266 0.000
H -4.481 -3.925 18.217 0.000
H 0.383 -1.003 18.431 0.000
H -9.216 1.303 17.894 0.000
H -1.535 -1.039 16.373 0.000
H -3.708 -1.648 24.741 0.000
H -11.657 2.128 18.189 0.000
H -1.817 0.064 19.365 0.000
H -3.942 0.070 24.196 0.000
H -7.620 -3.545 22.356 0.000
H -12.075 0.683 18.981 0.000
H -2.582 -0.268 25.119 0.000
H -1.897 -1.552 19.174 0.000
H -8.723 0.195 25.598 0.000
H -11.610 0.586 17.286 0.000
H -4.386 -6.576 21.597 0.000
H -8.301 3.120 22.909 0.000
H -9.970 -4.240 23.159 0.000
H -3.843 -7.051 24.205 0.000
H -5.058 -5.812 24.058 0.000
H -7.105 -0.014 17.413 0.000
H -2.945 -0.503 15.344 0.000
H -3.977 -5.627 17.690 0.000
H 0.622 -0.011 19.806 0.000
H -9.784 -0.359 24.266 0.000
H -6.527 -1.451 14.742 0.000
H -9.445 1.341 24.479 0.000
H 0.680 -1.665 20.031 0.000
H -2.837 -6.234 22.074 0.000